Run 1
The following is a DFT calculation (the ωB97M-V functional and the def2-TZVPD basis) of a 9-piece molecular cluster, C27H54O27 overall.

Geometry as XYZ:
```
108
Properties=species:S:1:pos:R:3
H 0.636 -5.047 9.906
H 4.472 2.552 7.962
H -11.268 8.948 1.147
H -0.407 -5.327 8.435
H 8.797 0.828 -2.463
O 1.478 1.257 0.529
C -3.396 6.127 -4.044
C -8.817 7.886 1.517
H 4.232 2.094 6.310
H 0.754 -1.540 -5.960
H -6.518 -7.277 4.231
O 3.122 -3.816 6.865
H -2.279 2.969 -7.620
H 4.059 -4.633 5.252
H -8.616 6.142 -4.249
H 0.593 -4.806 0.819
C -0.023 0.768 -6.710
O 7.855 -1.153 -5.690
O -9.007 7.751 0.259
O -7.877 7.275 2.301
C 1.305 -0.737 -5.470
H -11.103 9.976 2.565
H -3.204 5.067 -4.204
O -6.821 6.443 -4.979
C 7.774 0.462 -2.557
H -0.590 3.428 -7.878
H 4.876 -6.497 -2.889
H -1.669 3.775 -0.206
C 4.551 1.707 7.278
C -10.558 9.532 1.732
O -5.838 4.931 -3.548
C -1.708 2.730 0.103
H 3.034 0.094 1.218
C -5.090 -5.998 1.763
O 7.561 -0.415 -3.614
H 0.565 -6.405 1.440
O -5.481 -6.179 3.068
C 6.606 0.988 6.182
O -0.783 1.888 -6.563
H -1.173 1.937 -8.598
H 8.299 -1.564 5.680
H -7.418 5.820 0.676
H 7.294 -0.598 -7.511
H 9.472 -0.318 5.467
O -4.605 -4.775 1.581
H 4.767 -3.138 5.893
O -9.563 8.719 2.307
H -6.730 5.497 2.248
C -8.009 5.734 -5.058
H 2.214 -0.492 -6.018
O 7.951 1.192 -5.253
C -1.265 2.586 -7.726
H 3.649 -6.192 -4.138
O -0.437 0.110 -0.235
C 2.271 -4.899 7.089
H -3.363 -4.997 0.054
H 0.987 -6.354 8.775
H -5.012 -8.050 3.803
O 2.819 -6.389 -2.247
O 1.551 -6.085 -0.452
O 6.230 1.143 4.992
C 0.144 1.154 0.162
O 0.269 0.269 -7.823
H 4.230 -4.972 -3.061
H -4.964 -4.530 -0.427
C -5.862 -7.506 3.391
O 1.456 -4.426 8.161
C 7.825 -0.019 -4.927
C -4.197 -4.351 0.326
O -5.056 -6.805 0.876
H 1.629 -1.008 -4.465
O -0.347 2.351 0.327
H -10.140 10.374 1.179
H 3.168 -3.307 4.916
H 8.095 -0.240 4.447
C 8.065 -1.217 -7.050
H 8.051 -2.262 -7.357
C 3.833 -3.666 5.702
H -2.123 2.079 -0.666
H -3.157 6.411 -3.019
C -7.028 6.301 1.574
H 7.478 -0.023 -1.627
H -2.587 6.555 -4.636
H 7.036 1.264 -2.525
O 2.148 -5.895 6.440
C 1.199 -5.710 0.890
H -3.961 -3.291 0.227
C 0.597 -5.340 8.857
C 3.920 -6.016 -3.097
H -8.391 6.073 -6.020
H -2.192 2.467 1.044
H -6.039 6.716 1.380
O -4.627 6.627 -4.511
C 2.236 0.076 0.475
H 1.615 -0.796 0.680
H 2.098 -5.578 1.491
C 2.752 -5.711 -1.079
O 5.912 1.321 7.318
C 8.397 -0.501 5.462
H 2.732 -0.035 -0.489
O 3.540 -4.791 -0.693
H -7.850 4.656 -5.033
H 3.896 0.862 7.491
H -6.440 -8.061 2.652
O 0.469 0.394 -5.503
C -5.750 5.928 -4.297
O 7.719 0.295 6.489
H 9.054 -0.793 -7.221
```

Calculated values
Net charge ... 0
Frontier orbital gap ... 10.97 eV
Lowest unoccupied orbital energy ... 0.2 eV
E_HOMO ... -0.3945 Eh
SMILES string ... COC(=O)OC.COC(=O)OC.COC(=O)OC.COC(=O)OC.COC(=O)OC.COC(=O)OC.COC(=O)OC.COC(=O)OC.COC(=O)OC

Run 2
The following is a DFT calculation (the ωB97M-V functional and the def2-TZVPD basis) of a 9-piece molecular cluster, C27H54O27 overall.

Geometry as XYZ:
```
108
Properties=species:S:1:pos:R:3
H 11.178 6.831 15.658
H 3.649 14.128 25.274
H 3.722 10.866 26.969
O 5.559 13.488 21.661
H -0.304 12.769 26.891
H -3.044 10.782 20.971
H 8.713 9.213 26.244
H 3.428 3.319 23.153
C -2.175 10.152 21.129
H 3.926 9.024 27.072
H 2.289 3.834 21.920
C 7.023 9.916 22.886
H 5.425 7.002 28.469
H 4.100 9.181 21.461
O 4.676 9.062 23.954
C 0.068 8.970 25.071
H -0.172 7.915 25.189
H 5.216 12.019 20.241
H 7.528 9.776 27.390
H 3.573 14.978 30.407
H 13.000 7.950 29.262
H 6.276 7.119 24.659
C 7.060 5.421 30.039
O 4.062 7.113 21.760
O 6.602 10.212 24.221
H 3.265 8.343 20.232
H 1.215 13.335 26.124
O 7.667 5.854 23.616
H -1.305 10.507 20.578
H 3.848 2.995 21.511
O 0.770 14.165 27.899
H 7.598 4.456 32.542
H -2.351 9.107 20.879
H 7.495 3.210 31.362
H 9.873 8.093 15.625
O 9.377 9.673 28.227
H 2.508 8.524 21.782
C 6.406 6.626 28.159
C 11.071 5.057 23.789
C 5.450 9.717 24.626
H 5.639 5.624 24.055
O 5.984 4.882 30.135
O -0.251 8.795 22.378
H 0.012 9.490 26.029
C 4.389 13.750 22.182
H 6.317 10.414 22.224
C 6.542 6.086 24.446
H 6.716 7.364 27.424
O 1.813 15.411 29.307
O 9.984 7.736 19.501
H 3.640 16.359 29.316
C 8.566 9.887 27.097
O -0.878 9.735 24.343
C 8.860 5.818 24.216
H 3.177 9.796 25.721
H 9.701 8.015 21.504
O 10.479 7.396 17.460
H 2.474 13.572 24.029
O 8.302 7.651 17.986
C 3.345 14.196 24.234
H 7.032 8.833 22.741
H 9.566 6.317 15.980
C 12.683 8.968 29.051
O 3.359 13.816 21.557
O 9.073 6.138 25.360
O 4.526 13.940 23.490
O 11.287 9.114 29.044
C 5.651 13.013 20.342
H 8.515 8.775 20.474
H 1.111 9.049 24.758
H 5.199 13.685 19.614
C -0.968 9.494 23.028
O -1.925 10.259 22.534
O 5.238 10.058 25.871
H 6.174 5.677 27.678
C 3.465 8.314 21.306
H 6.673 12.878 19.992
C 0.740 13.014 27.054
H 6.787 5.605 25.396
H 3.022 15.209 23.980
H 11.099 4.215 24.475
O 7.287 6.452 29.240
O 3.927 5.023 22.224
H 2.732 16.472 30.810
C 8.089 4.082 31.643
C 2.995 15.802 29.996
H 8.056 10.246 22.822
H 8.796 10.837 26.606
C 3.349 3.728 22.143
H 11.629 5.930 24.129
H 11.525 4.799 22.828
H 8.403 7.035 20.718
O 11.204 9.895 26.943
O 2.641 13.370 28.860
O 2.373 5.937 20.862
C 3.959 9.930 26.473
C 9.100 7.863 20.613
C 10.236 7.174 16.081
H 13.170 9.303 28.136
O 9.749 5.367 23.348
C 3.369 6.008 21.527
O 8.181 5.051 30.614
H 13.172 9.577 29.815
C 10.681 9.599 27.986
C 9.459 7.609 18.307
H 1.333 12.171 27.404
H 9.104 3.756 31.845
C 1.828 14.242 28.721
```

Calculated values
Net charge ... 0
Frontier orbital gap ... 11.05 eV
Lowest unoccupied orbital energy ... 0.4 eV
E_HOMO ... -0.3895 Eh
SMILES string ... COC(=O)OC.COC(=O)OC.COC(=O)OC.COC(=O)OC.COC(=O)OC.COC(=O)OC.COC(=O)OC.COC(=O)OC.COC(=O)OC

How do the structures above rank in stability at the extremes? run 2 comes first and run 1 comes last.